# 1
Molecular formula: C36H37Cl6N5O10
Method: DFT, the ωB97M-V functional and the def2-TZVPD basis

relative energy (zero: lowest compared OMol25 entry of this formula, charge and spin)	45.0	kcal/mol
orbital gap	8.6	eV
E_tot	-5180.81940	hartree
HOMO level	-9.8074	eV

Geometry as ORCA input:
```
! RIJCOSX wB97M-V def2-TZVPD def2/J DEFGRID3
* xyz 0 1
O -0.6026 -20.1628 12.1033
N -0.9734 -21.3166 11.9722
O -0.5797 -22.2293 12.7140
C -1.9402 -21.6616 10.8410
C -1.8528 -20.8902 9.6868
C -2.5971 -21.2107 8.5621
C -3.4858 -22.2494 8.5710
C -3.5804 -22.9813 9.7536
C -2.8761 -22.6970 10.9217
H -1.2708 -19.9808 9.7129
H -2.5294 -20.5132 7.7403
H -4.1704 -22.3976 7.7490
H -4.3367 -23.7515 9.7870
H -2.9596 -23.3542 11.7746
O -0.1538 -28.7563 17.5155
N -1.1030 -27.9541 17.2700
O -2.1001 -27.8603 17.9128
C -0.8906 -26.9788 16.2145
C -1.6858 -25.7972 16.1039
C -1.6154 -25.0121 14.9728
C -0.7205 -25.3487 13.9699
C 0.1826 -26.4351 14.1697
C 0.1050 -27.1897 15.2965
H -2.4052 -25.5561 16.8724
H -2.1876 -24.0967 14.9381
H -0.6741 -24.8543 13.0109
H 0.8799 -26.7279 13.3988
H 0.7027 -28.0800 15.4247
O -10.7436 -27.5546 9.9746
N -9.6142 -27.1236 10.1133
O -8.8893 -27.5322 11.0304
C -9.1457 -26.1586 9.1332
C -7.9093 -25.5013 9.3931
C -7.4249 -24.5772 8.5452
C -8.2180 -24.2775 7.4390
C -9.4641 -24.8754 7.1270
C -9.9081 -25.8146 8.0087
H -7.2912 -25.7468 10.2440
H -6.4903 -24.0595 8.7034
H -7.7406 -23.5550 6.7936
H -10.0835 -24.5972 6.2872
H -10.8283 -26.3195 7.7543
O -5.8736 -20.2979 6.5092
N -5.6472 -20.5730 5.3653
O -5.4604 -21.6960 5.0007
C -5.8274 -19.5349 4.3414
C -6.3155 -18.2945 4.7820
C -6.5898 -17.2921 3.8328
C -6.3706 -17.5553 2.4885
C -5.7815 -18.7682 2.0645
C -5.4318 -19.7333 2.9841
H -6.4212 -18.1361 5.8451
H -6.7970 -16.2510 4.0315
H -6.5562 -16.7772 1.7629
H -5.5248 -18.8678 1.0202
H -4.8756 -20.5917 2.6374
O -2.7243 -15.5658 13.8021
N -2.1821 -16.3041 12.9991
O -1.5896 -17.3375 13.2955
C -2.0129 -15.8350 11.5739
C -2.6253 -14.6620 11.1504
C -2.5793 -14.2937 9.7788
C -1.8284 -15.0699 8.9184
C -1.3063 -16.2540 9.2979
C -1.3683 -16.6799 10.6314
H -3.1419 -14.0490 11.8742
H -3.0791 -13.3818 9.4872
H -1.6748 -14.7163 7.9096
H -0.9057 -16.8594 8.4983
H -0.9768 -17.6382 10.9394
Cl 3.3978 -19.7056 11.9455
C 2.5883 -19.1942 13.4742
C 2.5678 -17.6808 13.6176
Cl 4.2586 -17.0020 13.8106
H 3.1639 -19.6686 14.2691
H 1.5945 -19.6393 13.5226
H 1.9041 -17.3314 14.4086
H 2.0978 -17.2185 12.7496
Cl -3.5706 -16.0790 6.0750
C -3.0398 -17.5065 5.0890
C -1.6380 -17.9013 5.4673
Cl -0.9240 -19.2341 4.3847
H -3.0767 -17.2151 4.0393
H -3.7750 -18.2829 5.3006
H -1.4431 -18.3001 6.4628
H -0.9378 -17.0668 5.4307
Cl 1.0129 -18.4732 8.7599
C 2.3132 -17.3938 9.0668
C 1.8650 -16.2478 9.9700
Cl 3.0370 -14.9134 10.2370
H 2.7024 -16.8978 8.1776
H 3.1664 -17.9480 9.4580
H 1.3809 -16.5632 10.8943
H 1.0681 -15.7993 9.3767
*
```

=====

# 2
Molecular formula: C36H37GdN4S2
Method: DFT, the ωB97M-V functional and the def2-TZVPD basis

relative energy (zero: lowest compared OMol25 entry of this formula, charge and spin)	98.3	kcal/mol
orbital gap (spin up / spin down)	4.1 / 4.0	eV
⟨S²⟩	16.12
E_tot	-3174.97369	hartree
HOMO level (spin up / spin down)	-4.8757 / -6.8745	eV

Geometry as ORCA input:
```
! RIJCOSX wB97M-V def2-TZVPD def2/J DEFGRID3
* xyz 0 8
Gd 0.6649 -1.8291 -1.3666
S -0.9191 -3.6890 -0.1750
C -1.5488 -4.5360 -1.5755
C -2.1823 -5.7545 -1.3115
C -2.6816 -6.5556 -2.3136
C -2.5568 -6.1490 -3.6368
C -1.9655 -4.9375 -3.9181
C -1.4663 -4.1015 -2.9160
S -0.8421 -2.5527 -3.4694
H -2.2630 -6.0516 -0.2761
H -3.1599 -7.4936 -2.0650
H -2.9238 -6.7685 -4.4438
H -1.8740 -4.5896 -4.9363
C 1.4600 4.2071 -2.8157
C 2.7085 3.6689 -3.0912
C 2.9435 2.3252 -2.8976
C 1.9302 1.4865 -2.4110
C 0.6842 2.0442 -2.1133
C 0.4579 3.3921 -2.3120
N 2.1029 0.1092 -2.2501
N 3.3206 -0.2637 -2.4942
C 3.6799 -1.5790 -2.4701
C 4.9407 -1.8238 -3.0555
C 5.4352 -3.1028 -3.1239
C 4.6724 -4.1506 -2.6237
C 3.4319 -3.9111 -2.0470
C 2.8885 -2.6284 -1.8988
H 1.2726 5.2536 -2.9985
H 3.4988 4.3032 -3.4674
H 3.9056 1.8896 -3.1187
H -0.0985 1.4016 -1.7339
H -0.5096 3.8118 -2.0847
H 5.4747 -0.9907 -3.4898
H 6.3983 -3.2982 -3.5781
H 5.0511 -5.1616 -2.6829
H 2.8711 -4.7661 -1.6697
C 1.7415 2.8855 4.3331
C 1.7532 1.3704 4.5867
C 3.0794 1.0064 5.2541
C 0.6147 0.9918 5.5457
C 1.5513 0.6455 3.2708
C 2.4866 -0.2314 2.7182
C 2.2027 -0.8539 1.5162
N 1.0805 -0.6652 0.8277
C 0.1613 0.1853 1.3366
C 0.3816 0.8387 2.5490
C -1.0732 0.3756 0.5560
C -2.0700 1.2712 0.9410
C -3.2063 1.4617 0.1646
C -3.3109 0.6912 -0.9926
C -2.2980 -0.1982 -1.3073
N -1.1949 -0.3490 -0.5786
C -4.2622 2.4514 0.6125
C -3.6351 3.8460 0.7525
C -5.4258 2.5500 -0.3741
C -4.8151 1.9848 1.9673
H 1.8931 3.4144 5.2716
H 0.7974 3.2163 3.9074
H 2.5421 3.1617 3.6496
H 3.1696 1.5424 6.1949
H 3.9240 1.2881 4.6320
H 3.1303 -0.0565 5.4724
H 0.7627 1.4852 6.5037
H 0.6006 -0.0838 5.7107
H -0.3561 1.2910 5.1601
H 3.4216 -0.4360 3.2101
H 2.9168 -1.5480 1.0762
H -0.3696 1.5056 2.9379
H -1.9605 1.8356 1.8518
H -4.1592 0.7741 -1.6498
H -2.3676 -0.8169 -2.2025
H -3.2423 4.1845 -0.2044
H -2.8256 3.8580 1.4780
H -4.3928 4.5536 1.0813
H -5.0907 2.9066 -1.3444
H -6.1591 3.2568 0.0048
H -5.9220 1.5914 -0.4946
H -4.0427 1.9686 2.7323
H -5.2296 0.9826 1.8786
H -5.6038 2.6581 2.2947
*
```

=====

# 3
Molecular formula: C36H37IrN10O3S2
Method: DFT, the ωB97M-V functional and the def2-TZVPD basis

relative energy (zero: lowest compared OMol25 entry of this formula, charge and spin)	23.3	kcal/mol
orbital gap (spin up / spin down)	7.2 / 5.9	eV
⟨S²⟩	0.78
E_tot	-3067.92093	hartree
HOMO level (spin up / spin down)	-10.4659 / -10.5293	eV

Geometry as ORCA input:
```
! RIJCOSX wB97M-V def2-TZVPD def2/J DEFGRID3
* xyz 1 2
Ir 0.1312 -0.3790 0.0806
C -1.0971 -3.6852 3.9632
S -0.2122 -4.4086 2.5696
C 0.0165 -3.0460 1.5071
S -0.4765 -1.4583 2.0034
N 0.5891 -3.3353 0.3872
N 0.7776 -2.2379 -0.4220
C 1.3513 -2.4302 -1.5363
C 1.5828 -1.2423 -2.3337
C 2.2750 -1.2708 -3.5347
C 2.5452 -0.0641 -4.1605
C 2.1186 1.1134 -3.5650
C 1.3967 1.0438 -2.3813
N 1.1197 -0.1069 -1.7804
H -1.3590 -4.5295 4.5984
H -2.0106 -3.1936 3.6362
H -0.4693 -2.9959 4.5229
H 1.6574 -3.4249 -1.8353
H 2.5984 -2.2133 -3.9541
H 3.0909 -0.0424 -5.0943
H 2.3278 2.0742 -4.0126
H 1.0165 1.9377 -1.9067
C -1.7436 7.0208 0.1740
C -1.3456 5.5836 0.3176
C -0.4786 5.1544 1.3163
C -0.1309 3.8335 1.4052
C -0.6054 2.8118 0.5263
N -0.2431 1.5229 0.8725
C -0.0750 1.4217 2.2840
C -1.1380 1.6895 3.1421
C -0.9757 1.5753 4.5090
C 0.2449 1.1941 5.0651
C 0.4024 1.0406 6.5513
C 1.2957 0.9071 4.2045
C 1.1338 1.0160 2.8316
N 2.2145 0.6944 1.9732
C 3.5332 0.8207 2.2291
C 4.2167 0.1542 1.2441
C 3.2251 -0.3677 0.4087
N 2.0201 -0.0353 0.8522
C -1.4335 3.2879 -0.5396
C -1.7823 4.6311 -0.5912
N -1.9830 2.5143 -1.5705
C -3.1868 2.7224 -2.1734
C -3.1869 1.9874 -3.3214
C -1.9258 1.3543 -3.3380
N -1.2112 1.6760 -2.2763
H -1.5198 7.5846 1.0774
H -2.8084 7.1143 -0.0389
H -1.2028 7.4843 -0.6540
H -0.0695 5.8640 2.0238
H 0.5580 3.5497 2.1859
H -2.0908 1.9617 2.7097
H -1.8163 1.7801 5.1604
H -0.1469 1.8155 7.0845
H 1.4482 1.0931 6.8497
H 0.0094 0.0761 6.8788
H 2.2401 0.5597 4.6042
H 3.8758 1.3724 3.0870
H 5.2816 0.0555 1.1367
H 3.3332 -0.9603 -0.4821
H -2.3975 4.9587 -1.4181
H -3.9386 3.3545 -1.7350
H -3.9800 1.9156 -4.0431
H -1.5290 0.6660 -4.0669
C -3.6157 -3.0751 -4.1407
C -4.1957 -2.1324 -3.0926
C -3.7074 -2.3117 -1.6308
C -3.7447 -3.8026 -1.2271
C -3.4611 -4.0362 0.2520
C -4.7046 -1.5851 -0.7584
O -5.8935 -1.8002 -0.7850
N -4.1789 -0.6558 0.1007
C -2.8571 -0.2503 0.2135
O -2.6154 0.6565 0.9944
N -1.8920 -0.9043 -0.5128
C -2.2597 -1.8288 -1.4757
O -1.4454 -2.3090 -2.2427
H -3.9870 -2.7850 -5.1246
H -3.9318 -4.1041 -3.9690
H -2.5291 -3.0500 -4.1577
H -5.2781 -2.2629 -3.0550
H -4.0210 -1.0978 -3.3877
H -3.0068 -4.3232 -1.8365
H -4.7326 -4.1860 -1.4882
H -2.5010 -3.6058 0.5457
H -3.4178 -5.1030 0.4693
H -4.2390 -3.6014 0.8830
H -4.8316 -0.1422 0.6757
*
```

=====

# 4
Molecular formula: C36H37IrN2OPSbSe7Si
Method: DFT, the ωB97M-V functional and the def2-TZVPD basis

relative energy (zero: lowest compared OMol25 entry of this formula, charge and spin)	5.4	kcal/mol
orbital gap (spin up / spin down)	5.9 / 5.6	eV
⟨S²⟩	0.77
E_tot	-19364.57897	hartree
HOMO level (spin up / spin down)	-4.9688 / -4.9615	eV

Geometry as ORCA input:
```
! RIJCOSX wB97M-V def2-TZVPD def2/J DEFGRID3
* xyz -1 2
Ir 0.8537 1.2570 0.4952
Se -0.7585 2.7352 1.3958
P -1.6176 1.6357 3.1633
Se -2.5975 -0.1987 2.8441
C -2.7496 2.9631 3.7097
C -2.2527 4.1625 4.2181
C -3.1248 5.1746 4.5868
C -4.4945 4.9986 4.4448
C -4.9913 3.8084 3.9351
C -4.1216 2.7915 3.5675
C -0.3209 1.5453 4.4408
C -0.3895 0.5339 5.3957
C 0.5728 0.4543 6.3902
C 1.6126 1.3741 6.4304
C 1.6904 2.3749 5.4741
C 0.7266 2.4600 4.4798
H -1.1864 4.3086 4.3275
H -2.7327 6.1030 4.9815
H -5.1742 5.7915 4.7310
H -6.0587 3.6690 3.8210
H -4.4947 1.8544 3.1736
H -1.1886 -0.1942 5.3394
H 0.5170 -0.3356 7.1285
H 2.3709 1.3012 7.2000
H 2.5122 3.0791 5.4809
H 0.8081 3.2217 3.7138
Se 4.2754 5.5610 0.2644
Sb 3.6032 3.3361 -0.2302
Se 2.7354 1.9143 1.7551
Se 1.2284 3.0746 -1.1148
Se 5.0775 1.7199 -1.2503
C 1.2930 -4.0414 1.1720
N 2.2793 -3.0629 0.7537
C 2.1686 -1.7223 0.8977
Se 0.7833 -0.9062 1.8651
N 3.1794 -1.1588 0.2095
C 3.9357 -2.1383 -0.4184
C 5.0354 -2.0628 -1.2589
C 5.5243 -3.2638 -1.7449
C 4.9384 -4.4889 -1.4059
C 3.8420 -4.5585 -0.5624
C 3.3582 -3.3547 -0.0733
H 0.7061 -3.6281 1.9865
H 1.8065 -4.9388 1.5122
H 0.6302 -4.2825 0.3388
H 3.3893 -0.1601 0.1819
H 5.4673 -1.1073 -1.5206
H 6.3779 -3.2534 -2.4096
H 5.3469 -5.4025 -1.8177
H 3.3803 -5.5036 -0.3110
C 2.0179 -0.2027 -3.1800
C 0.7514 -1.0628 -3.2423
C 1.0542 -2.4046 -2.5587
C 0.3873 -1.3214 -4.7074
Si -0.6912 -0.2655 -2.2858
O -0.1912 0.2564 -0.8484
C -1.5560 1.0816 -3.2871
C -0.8360 2.0257 -4.0273
C -1.4738 3.0448 -4.7190
C -2.8579 3.1476 -4.6836
C -3.5940 2.2296 -3.9502
C -2.9466 1.2109 -3.2618
C -1.9607 -1.6235 -1.9593
C -2.6969 -2.2452 -2.9727
C -3.5678 -3.2904 -2.6974
C -3.7293 -3.7322 -1.3901
C -3.0199 -3.1196 -0.3672
C -2.1438 -2.0785 -0.6518
H 2.8573 -0.7393 -3.6380
H 2.3097 0.0467 -2.1576
H 1.9100 0.7449 -3.7098
H 1.9829 -2.8334 -2.9533
H 0.2477 -3.1256 -2.7129
H 1.1758 -2.2738 -1.4788
H 1.2229 -1.8203 -5.2135
H 0.1767 -0.3942 -5.2441
H -0.4862 -1.9720 -4.8007
H 0.2457 1.9838 -4.0473
H -0.8885 3.7663 -5.2760
H -3.3584 3.9462 -5.2178
H -4.6738 2.3090 -3.9071
H -3.5383 0.5087 -2.6854
H -2.6015 -1.9016 -3.9979
H -4.1277 -3.7548 -3.5006
H -4.4134 -4.5436 -1.1710
H -3.1545 -3.4420 0.6590
H -1.6047 -1.5955 0.1557
*
```

=====

# 5
Molecular formula: C36H37MnN4O2P2
Method: DFT, the ωB97M-V functional and the def2-TZVPD basis

relative energy (zero: lowest compared OMol25 entry of this formula, charge and spin)	0.0	kcal/mol
orbital gap (spin up / spin down)	8.8 / 8.5	eV
⟨S²⟩	8.76
E_tot	-3597.19426	hartree
HOMO level (spin up / spin down)	-10.4831 / -10.4871	eV

Geometry as ORCA input:
```
! RIJCOSX wB97M-V def2-TZVPD def2/J DEFGRID3
* xyz 1 6
Mn -0.5591 0.0952 0.0895
C 2.5083 1.2098 2.4859
C 2.5975 1.8071 1.0814
P 3.6131 0.9629 -0.2168
C 2.9282 -0.7385 -0.0583
C 3.4283 -1.7322 0.7793
C 2.8953 -3.0159 0.7557
C 1.8434 -3.3280 -0.0915
C 1.3143 -2.3477 -0.9202
C 1.8585 -1.0671 -0.9027
C 5.2555 0.8074 0.5629
C 5.7030 1.6945 1.5381
C 7.0042 1.6262 2.0175
C 7.8778 0.6690 1.5258
C 7.4485 -0.2113 0.5410
C 6.1532 -0.1352 0.0575
C 1.1865 1.5960 3.1609
P -0.1553 0.4923 2.5875
C -1.6946 1.1357 3.3049
C -1.8777 2.4839 3.5920
C -3.1070 2.9407 4.0486
C -4.1568 2.0552 4.2179
C -3.9799 0.7061 3.9365
C -2.7573 0.2476 3.4804
C 0.1336 -1.0559 3.4760
C 0.2470 -1.0735 4.8680
C 0.4510 -2.2700 5.5310
C 0.5357 -3.4589 4.8127
C 0.4128 -3.4486 3.4332
C 0.2112 -2.2464 2.7659
H 3.3448 1.5510 3.0947
H 2.5916 0.1202 2.4506
H 2.9128 2.8539 1.1278
H 1.5998 1.8422 0.6267
H 4.2606 -1.5146 1.4364
H 3.3109 -3.7767 1.4045
H 1.4443 -4.3339 -0.1174
H 0.4981 -2.5808 -1.5909
H 1.5251 -0.3324 -1.6303
H 5.0426 2.4588 1.9291
H 7.3340 2.3239 2.7762
H 8.8911 0.6136 1.9007
H 8.1284 -0.9531 0.1431
H 5.8363 -0.8185 -0.7227
H 0.9319 2.6297 2.9202
H 1.2398 1.5184 4.2481
H -1.0683 3.1921 3.4671
H -3.2407 3.9912 4.2696
H -5.1147 2.4132 4.5709
H -4.7984 0.0116 4.0743
H -2.6246 -0.8074 3.2667
H 0.1589 -0.1550 5.4364
H 0.5386 -2.2809 6.6093
H 0.6925 -4.3931 5.3358
H 0.4730 -4.3725 2.8726
H 0.1105 -2.2472 1.6868
C -3.9813 -3.1058 -0.8472
N -3.9537 -1.7200 -0.3914
C -5.1169 -1.0124 -0.1541
C -5.1077 0.2751 0.2132
C -3.8343 0.9794 0.3647
O -3.7365 2.1602 0.6563
N -2.7109 0.2034 0.1409
C -2.7712 -1.0675 -0.2473
O -1.6594 -1.6554 -0.4702
H -4.9129 -3.5602 -0.5197
H -3.1433 -3.6420 -0.4126
H -3.9122 -3.1605 -1.9334
H -6.0287 -1.5782 -0.2874
H -6.0248 0.8136 0.3947
C -0.9048 3.5229 0.1836
C -0.6038 2.9046 -1.1335
N -0.2796 1.6409 -1.3599
C -0.0667 1.5193 -2.7227
C -0.2523 2.7218 -3.3134
N -0.5892 3.5841 -2.2941
H -1.3444 2.7876 0.8569
H -1.6520 4.3080 0.0784
H 0.0006 3.9478 0.6230
H 0.1955 0.5822 -3.1827
H -0.1839 3.0356 -4.3390
H -0.8066 4.5617 -2.3921
*
```